10
Properties=species:S:1:pos:R:3:forces:R:3:mulliken_charge:R:1 method="wB97M-V/def2-TZVPD" e_above_lowest_kj_mol=336.5 largest_force_ha_per_bohr=0.0853 charge=+1 homo_ev="-14.219 / -13.954" energy_ha=-513.9224 multiplicity=2
H 0.346763 0.181491 0.930408 -0.03 -0.02 -0.04 0.35
O 0.221326 1.132293 1.067049 0.57 -0.30 0.34 -0.39
C -1.045655 1.433938 1.105153 0.50 1.92 -1.51 0.87
O -1.952394 0.656481 0.879832 -0.38 -0.92 0.61 -0.59
O -1.283522 2.727529 1.249408 0.49 0.14 -1.96 -0.39
Tl -4.318980 0.207316 0.776589 -0.28 -0.01 -0.02 0.84
H -1.017715 3.956678 2.592505 2.66 3.30 -1.14 0.29
C -0.210450 4.667519 1.875212 -0.79 -2.17 1.61 -0.37
C -0.246018 3.883258 0.833492 -1.99 -2.26 2.14 0.08
H 0.576615 5.370536 2.134956 -0.76 0.32 -0.03 0.32